Record 1
Entry from OMol25: a molecular structure, C6H7N at a distorted geometry (the ωB97M-V functional and the def2-TZVPD basis).

Element x y z (Å)
C -0.744 0.971 -0.988
C 1.872 1.067 -0.394
C 0.542 1.298 -0.343
C -0.844 -0.027 -0.074
C 1.718 0.048 0.668
C -1.780 -1.146 0.236
N 0.273 0.391 0.743
H -1.416 1.395 -1.780
H 2.575 1.549 -1.041
H 1.758 -1.035 0.265
H 1.935 0.071 1.783
H -2.796 -1.149 -0.181
H -1.916 -1.396 1.284
H -1.177 -2.037 -0.178

Summary:
HOMO level ... -8.41 eV
Energy above the lowest of the compared OMol25 structures with the same formula, charge and spin ... 124.5 kcal per mole
HOMO-LUMO gap ... 9.40 eV

---

Record 2
Entry from OMol25: a single C6H7N molecule at a distorted geometry (the ωB97M-V functional and the def2-TZVPD basis).

Element x y z (Å)
C 2.601 -0.657 0.222
C 1.462 -0.280 0.339
C 0.039 0.078 0.468
C -0.190 1.596 0.405
C -0.758 -0.658 -0.650
C -2.064 -1.151 -0.207
N -3.079 -1.585 0.144
H 3.608 -1.000 0.128
H -0.311 -0.292 1.444
H 0.197 2.007 -0.536
H -1.261 1.817 0.473
H 0.319 2.100 1.233
H -0.901 0.010 -1.508
H -0.191 -1.524 -1.004

Summary:
SMILES ... C#C[C@@H](C)CC#N
HOMO level ... -10.52 eV
Energy above the lowest of the compared OMol25 structures with the same formula, charge and spin ... 51.8 kcal per mole
HOMO-LUMO gap ... 11.32 eV

---

Record 3
Entry from OMol25: a single C6H7N molecule at a distorted geometry (the ωB97M-V functional and the def2-TZVPD basis).

Element x y z (Å)
C -1.177 1.299 -0.001
C -0.530 -0.036 0.000
C -0.029 -0.884 1.119
C 0.909 -0.497 0.000
C 2.145 0.132 0.000
N 3.180 0.631 0.000
C -0.028 -0.886 -1.118
H -0.889 1.863 -0.887
H -0.888 1.864 0.885
H -2.262 1.189 0.000
H -0.333 -1.923 1.182
H 0.117 -0.413 2.083
H 0.117 -0.415 -2.083
H -0.333 -1.925 -1.180

Summary:
SMILES ... C[C@]12C[C@]1(C#N)C2
HOMO level ... -9.48 eV
Energy above the lowest of the compared OMol25 structures with the same formula, charge and spin ... 54.2 kcal per mole
HOMO-LUMO gap ... 10.26 eV

---

Record 4
Entry from OMol25: a molecular structure, C6H7N at a distorted geometry (the ωB97M-V functional and the def2-TZVPD basis).

Element x y z (Å)
C 2.043 0.125 -0.187
C 0.644 0.696 -0.384
C -0.546 -0.265 -0.842
C -1.573 0.551 -0.048
C -1.695 -0.830 0.441
N -0.422 -0.875 0.861
C -0.275 0.679 0.796
H 2.670 0.939 0.203
H 2.460 -0.119 -1.169
H 2.212 -0.750 0.477
H -0.713 -0.916 -1.704
H -2.266 1.277 -0.482
H -2.330 -1.687 0.256
H -0.207 1.175 1.780

Summary:
HOMO level (spin up / spin down) ... -6.69 / -6.69 eV
Energy above the lowest of the compared OMol25 structures with the same formula, charge and spin ... 190.5 kcal per mole
HOMO-LUMO gap (spin up / spin down) ... 7.37 / 7.36 eV

---

Record 5
Entry from OMol25: a single C6H7N molecule at a distorted geometry (the ωB97M-V functional and the def2-TZVPD basis).

Element x y z (Å)
C 2.655 -0.825 -0.124
C 1.575 -0.315 0.029
C 0.184 0.050 0.328
C -0.159 1.544 0.328
C -0.745 -0.736 -0.629
C -2.084 -0.891 -0.057
N -3.117 -1.022 0.445
H 3.605 -1.292 -0.261
H 0.021 -0.320 1.347
H -0.220 1.948 -0.689
H -1.133 1.676 0.810
H 0.571 2.127 0.895
H -0.824 -0.216 -1.590
H -0.330 -1.728 -0.831

Summary:
SMILES ... C#C[C@@H](C)CC#N
HOMO level ... -10.48 eV
Energy above the lowest of the compared OMol25 structures with the same formula, charge and spin ... 51.8 kcal per mole
HOMO-LUMO gap ... 11.27 eV

---

Record 6
Entry from OMol25: a single C6H7N molecule at a distorted geometry (the ωB97M-V functional and the def2-TZVPD basis).

Element x y z (Å)
C -0.143 -1.928 0.411
C -0.048 -0.472 0.133
C -0.889 0.543 -0.670
C 0.443 1.428 -0.754
C -0.495 1.528 0.377
N 0.201 0.479 1.232
C 1.171 0.297 -0.069
H 0.118 -2.509 -0.479
H -1.152 -2.185 0.738
H 0.555 -2.190 1.216
H -1.820 0.398 -1.220
H 0.891 2.253 -1.308
H -1.015 2.428 0.684
H 2.181 -0.070 -0.291

Summary:
SMILES ... C[C@@]12[C@@H]3[C@H]4[C@@H]3N1[C@H]42
HOMO level ... -8.26 eV
Energy above the lowest of the compared OMol25 structures with the same formula, charge and spin ... 125.1 kcal per mole
HOMO-LUMO gap ... 9.44 eV

---

Record 7
Entry from OMol25: a single C6H7N molecule at a distorted geometry (the ωB97M-V functional and the def2-TZVPD basis).

Element x y z (Å)
C 1.261 -0.300 0.702
N 0.737 -1.329 0.089
C -0.550 -0.912 -0.463
C -1.400 -0.181 0.610
C -0.601 1.077 0.340
C 0.880 0.936 -0.015
C -0.098 0.443 -1.038
H 2.061 -0.401 1.439
H -1.028 -1.665 -1.096
H -2.436 -0.056 0.268
H -1.396 -0.624 1.618
H -0.944 2.076 0.608
H 1.492 1.829 -0.119
H -0.135 0.772 -2.077

Summary:
SMILES ... C1=N[C@H]2C[C@H]3[C@@H]1[C@H]32
HOMO level ... -8.60 eV
Energy above the lowest of the compared OMol25 structures with the same formula, charge and spin ... 81.7 kcal per mole
HOMO-LUMO gap ... 9.64 eV

---

Record 8
Entry from OMol25: a single C6H7N molecule at a distorted geometry (the ωB97M-V functional and the def2-TZVPD basis).

Element x y z (Å)
N 0.343 2.436 -1.550
C -0.305 1.943 -0.710
C -0.277 0.795 0.611
C 1.112 0.211 0.318
C 0.854 -1.148 -0.266
C -0.446 -1.427 -0.305
C -1.261 -0.368 0.412
H -0.402 1.408 1.502
H 1.250 0.894 -0.496
H 1.942 0.385 1.002
H 1.653 -1.733 -0.716
H -0.900 -2.289 -0.788
H -2.090 0.038 -0.158
H -1.674 -0.773 1.350

Summary:
SMILES ... N#CC1CC=CC1
HOMO level ... -9.53 eV
Energy above the lowest of the compared OMol25 structures with the same formula, charge and spin ... 63.2 kcal per mole
HOMO-LUMO gap ... 10.03 eV

---

Record 9
Entry from OMol25: a single C6H7N molecule at a distorted geometry (the ωB97M-V functional and the def2-TZVPD basis).

Element x y z (Å)
C 2.321 0.824 -0.198
C 0.901 -0.819 0.634
C 1.050 1.305 -0.338
C -1.273 0.897 -0.307
C 2.235 -0.491 0.411
C -2.180 -0.262 -0.155
N 0.024 0.432 -0.060
H 3.221 1.349 -0.330
H 0.284 -1.587 1.043
H 0.781 2.251 -0.825
H 3.074 -1.056 1.041
H -2.154 -0.570 0.910
H -1.850 -1.001 -0.728
H -3.183 0.075 -0.515

Summary:
HOMO level ... -8.65 eV
Energy above the lowest of the compared OMol25 structures with the same formula, charge and spin ... 110.5 kcal per mole
HOMO-LUMO gap ... 8.71 eV

---

Record 10
Entry from OMol25: a single C6H7N molecule at a distorted geometry (the ωB97M-V functional and the def2-TZVPD basis).

Element x y z (Å)
C 0.116 -1.444 0.458
C 1.063 -1.535 -0.559
C 0.831 -0.471 -1.488
C 0.314 0.658 -0.555
C -0.287 -0.133 0.560
C -1.026 0.500 1.677
N 1.023 -0.428 -2.730
H -0.093 -2.209 1.185
H 1.214 1.191 -0.239
H -0.371 1.374 -1.018
H -1.712 1.248 1.281
H -0.342 1.016 2.355
H -1.584 -0.238 2.248
H 0.853 0.470 -3.175

Summary:
HOMO level (spin up / spin down) ... -7.90 / -8.38 eV
Energy above the lowest of the compared OMol25 structures with the same formula, charge and spin ... 96.9 kcal per mole
HOMO-LUMO gap (spin up / spin down) ... 7.29 / 7.61 eV